one.
The following is a quantum chemistry calculation of the ion C4H8F2N3 with charge +1, from the Open Molecules 2025 dataset.

Cartesian coordinates (Å):
1 F -0.25814 2.03671 0.68348
2 F 2.62617 -1.12140 -2.50230
3 N -0.57998 -0.17130 0.03103
4 N 0.71215 -0.55727 0.26651
5 N 1.53545 -1.11610 -0.46986
6 C -1.07297 1.00979 0.31307
7 C 1.38756 -1.34860 -1.87178
8 C -2.43933 1.40677 0.11162
9 C 1.07913 -0.39666 1.68667
10 H 2.20559 -0.31348 1.68950
11 H 0.67792 -0.80703 -2.53420
12 H 0.58662 0.57602 2.14608
13 H -2.49739 2.47254 -0.43523
14 H 0.92945 -1.42319 2.26781
15 H 1.18734 -2.38207 -2.03241
16 H -3.05700 0.70638 -0.48610
17 H -3.02257 1.42892 1.13611

Properties
- SMILES string = C/C(F)=N/[N+](C)=N\CF
- molecular weight (g/mol) = 136.13
- spin multiplicity = 1
- charge = +1

---

two.
The following is a quantum chemistry calculation of a structure of composition C4H8F2N3, from the Open Molecules 2025 dataset.

Cartesian coordinates (Å):
1 F -2.11207 0.99310 -0.52370
2 F -1.93713 -1.14535 -0.80451
3 N 1.32907 -2.07207 -0.65359
4 N 0.53314 1.08495 -0.54394
5 N 0.97727 -1.53714 0.32163
6 C -0.03355 0.02037 -0.16913
7 C -1.89645 -0.35889 1.43550
8 C -1.51874 -0.12919 -0.01725
9 C 1.94273 1.31100 -0.68958
10 H 2.51153 0.51036 -0.22445
11 H -1.69731 -1.39794 1.69006
12 H 2.21188 2.26405 -0.23341
13 H -1.32862 0.29433 2.09575
14 H 1.84264 -2.94620 -0.69039
15 H -0.05413 1.89270 -0.79961
16 H 2.18937 1.36631 -1.75160
17 H -2.95962 -0.15039 1.55823

Properties
- molecular weight (g/mol) = 136.13
- spin multiplicity = 1
- charge = +1

---

Which structure is most stable? two, by 96.3 kJ/mol over the runner-up.

---

one.
The following is a quantum chemistry calculation of the molecule CH3NSi, from the Open Molecules 2025 dataset.

Cartesian coordinates (Å):
1 Si 0.06255 0.58704 -0.03752
2 N -0.72650 -2.11100 -0.94490
3 C -0.52928 -0.97967 -0.90814
4 H -0.62635 1.67429 0.71885
5 H 1.35655 1.01347 0.01008
6 H 0.46303 -0.18413 1.16163

Properties
- SMILES string = N#C[SiH3]
- molecular weight (g/mol) = 57.13
- spin multiplicity = 1

---

two.
The following is a quantum chemistry calculation of a cluster of 2 separate species, CH3NSi in total, from the Open Molecules 2025 dataset.

Cartesian coordinates (Å):
1 Si -0.07571 -0.28083 0.22578
2 N 2.09982 -1.05295 -1.75395
3 C 1.20766 -0.73353 -1.07968
4 H 0.35929 0.04774 1.58630
5 H -1.37946 0.17895 -0.26523
6 H -2.21160 1.84063 1.28678

Properties
- molecular weight (g/mol) = 57.13
- spin multiplicity = 1

---

Which structure is most stable? one, by 273.9 kJ/mol over the runner-up.

---

one.
The following is a quantum chemistry calculation of the molecule C2H3N3O2, from the Open Molecules 2025 dataset.

Cartesian coordinates (Å):
1 O 1.53874 -1.52190 -0.15620
2 O 0.22304 1.14941 0.77162
3 N -1.42494 2.15509 -0.25664
4 N -0.51042 2.32399 0.54422
5 N -1.18599 0.88415 -0.82622
6 C -0.22238 0.29549 -0.14415
7 C 0.14094 -1.22991 -0.13519
8 H -0.27686 -1.71717 -0.99773
9 H 2.09594 -0.67590 0.48441
10 H -0.37806 -1.66325 0.71587

Properties
- SMILES string = OCc1nnno1
- molecular weight (g/mol) = 101.06
- spin multiplicity = 1

---

two.
The following is a quantum chemistry calculation of the molecule C2H3N3O2, from the Open Molecules 2025 dataset.

Cartesian coordinates (Å):
1 O 1.84502 -0.61807 -0.03275
2 O -3.35333 -0.97900 0.36508
3 N -1.54286 0.12110 -0.83826
4 N -2.20645 1.14665 0.02433
5 N 0.63111 0.05493 0.04609
6 C -2.61429 -0.14788 -0.00453
7 C -0.28243 -0.41720 -0.69693
8 H 2.40252 -0.16558 0.61616
9 H -1.69393 1.49740 0.82856
10 H -0.14609 -1.27896 -1.35153

Properties
- SMILES string = O=C1NN1/C=N/O
- molecular weight (g/mol) = 101.06
- spin multiplicity = 1

---

three.
The following is a quantum chemistry calculation of a cluster of 2 separate species, C2H3N3O2 in total, from the Open Molecules 2025 dataset.

Cartesian coordinates (Å):
1 O 2.78768 0.48723 1.02868
2 O -0.00629 -2.39410 -0.78750
3 N -0.93144 -0.64303 0.35999
4 N 1.77598 1.13845 -0.99924
5 N -2.13487 0.07084 0.66705
6 C 2.38685 0.88988 0.00728
7 C -0.58025 -1.55429 -0.28451
8 H -2.21091 0.61411 1.48922
9 H 1.79079 1.80353 -1.75615
10 H -2.87754 -0.41262 0.27518

Properties
- SMILES string = NN=C=O.N=C=O
- molecular weight (g/mol) = 101.06
- spin multiplicity = 1

---

four.
The following is a quantum chemistry calculation of a cluster of 2 separate species, C2H3N3O2 in total, from the Open Molecules 2025 dataset.

Cartesian coordinates (Å):
1 O -2.96530 0.38656 1.37400
2 O -0.08702 1.43755 1.36099
3 N -0.67652 -0.62046 -0.15474
4 N 0.76267 1.13988 0.57487
5 N 1.65269 -0.57245 -0.70805
6 C -2.44793 1.02501 0.58610
7 C 0.49481 -0.14621 -0.13676
8 H -0.79051 -1.42373 -0.76696
9 H 1.62108 -1.28815 -1.41540
10 H 2.43604 0.06199 -0.71406

Properties
- molecular weight (g/mol) = 101.06
- spin multiplicity = 1

---

Which structure is most stable? three, by 108.4 kJ/mol over the runner-up.

---

one.
The following is a quantum chemistry calculation of a structure of composition C2H3N3O2, from the Open Molecules 2025 dataset.

Cartesian coordinates (Å):
1 O -0.19703 -2.05352 2.34417
2 O -0.74508 0.55958 1.72530
3 N -0.70938 1.10273 0.59996
4 N 0.58741 -0.72270 0.11887
5 N 0.30972 1.04582 -1.48181
6 C 0.15517 0.44202 -0.26717
7 C -0.60786 -1.33209 1.54401
8 H 0.89271 -1.34442 -0.62761
9 H -0.33972 1.78971 -1.69166
10 H 0.65406 0.51286 -2.26407

Properties
- molecular weight (g/mol) = 101.06
- spin multiplicity = 1

---

two.
The following is a quantum chemistry calculation of a structure of composition C2H3N3O2, from the Open Molecules 2025 dataset.

Cartesian coordinates (Å):
1 O 2.28837 -0.47681 0.15248
2 O -2.19931 0.69555 0.66233
3 N -0.88933 -0.00931 -1.01488
4 N 0.48397 -0.31826 -1.16496
5 N 0.08164 0.04488 0.97676
6 C 1.01608 -0.19958 0.04159
7 C -0.92810 0.36693 0.16918
8 H 2.42210 -0.82340 1.12455
9 H -2.27201 0.46469 1.63647
10 H 0.87557 -0.41643 -2.12260

Properties
- molecular weight (g/mol) = 101.06
- spin multiplicity = 1

---

three.
The following is a quantum chemistry calculation of a cluster of 2 separate species, C2H3N3O2 in total, from the Open Molecules 2025 dataset.

Cartesian coordinates (Å):
1 O 1.04717 -1.55722 0.64106
2 O 2.94474 0.95438 0.93050
3 N -1.88777 -0.00779 0.01471
4 N 0.32903 0.57129 -0.71221
5 N -0.13210 -1.37241 0.63044
6 C -0.53738 -0.13613 -0.12326
7 C 3.16998 0.38005 -0.02568
8 H -2.40077 0.60427 -0.59880
9 H -0.08239 1.38492 -1.16775
10 H -2.38436 -0.79595 0.40243

Properties
- molecular weight (g/mol) = 101.06
- spin multiplicity = 1

---

Which structure is most stable? two, by 186.7 kJ/mol over the runner-up.

---

one.
The following is a quantum chemistry calculation of a cluster of 2 separate species, C2H8S4 in total, from the Open Molecules 2025 dataset.

Cartesian coordinates (Å):
1 S 0.65412 -2.11196 -1.75788
2 S -2.64517 0.27962 1.66538
3 S -1.22156 1.59192 2.41336
4 S 2.50152 -1.32931 -1.66842
5 C 2.48900 0.18876 -0.61593
6 C -2.32960 0.34033 -0.15264
7 H -1.69573 -0.42216 -0.69974
8 H -3.20271 0.22573 -0.76224
9 H 3.50758 0.59539 -0.62910
10 H 0.41353 -3.02771 -0.80089
11 H 2.45304 -0.16234 0.52196
12 H -0.62671 1.45812 3.57927
13 H -2.09089 1.43103 -0.29980
14 H 1.79359 0.94258 -0.79332

Properties
- SMILES string = CSS.CSS
- molecular weight (g/mol) = 160.35
- spin multiplicity = 1

---

two.
The following is a quantum chemistry calculation of a cluster of 2 separate species, C2H8S4 in total, from the Open Molecules 2025 dataset.

Cartesian coordinates (Å):
1 S 0.93419 0.98460 1.44578
2 S 0.88375 -1.98901 0.00854
3 S -1.08479 1.33533 1.43178
4 S -1.04072 -2.59523 -0.39252
5 C 1.93325 1.96027 0.29195
6 C -1.78701 -1.24671 -1.33340
7 H 0.94110 -1.94498 1.34770
8 H -1.81789 -1.51362 -2.38515
9 H -2.76794 -1.01767 -0.91723
10 H -1.25471 -0.30262 -1.20201
11 H 2.33619 2.85583 0.74675
12 H 2.75743 1.27877 0.08661
13 H -1.44269 0.04343 1.51148
14 H 1.40986 2.15159 -0.64025

Properties
- SMILES string = CSS.CSS
- molecular weight (g/mol) = 160.35
- spin multiplicity = 1

---

Which structure is most stable? two, by 98.9 kJ/mol over the runner-up.

---

one.
The following is a quantum chemistry calculation of the molecule CH3NOS2, from the Open Molecules 2025 dataset.

Cartesian coordinates (Å):
1 S -3.29227 0.66828 0.07316
2 S -1.39020 -1.81410 -0.02072
3 O 0.14716 -1.71256 -0.56804
4 N -0.53722 0.77438 0.04036
5 C -1.71457 0.13704 -0.01003
6 H 0.24791 0.32224 0.45756
7 H 0.04119 -1.84921 -1.51263
8 H -0.75966 1.60786 0.43360

Properties
- SMILES string = NC(=S)SO
- molecular weight (g/mol) = 109.18
- spin multiplicity = 1

---

two.
The following is a quantum chemistry calculation of the molecule CH3NOS2, from the Open Molecules 2025 dataset.

Cartesian coordinates (Å):
1 S -0.01248 0.91995 -0.53958
2 S 2.89393 -0.00437 -0.38671
3 O 3.52833 -0.99588 0.45285
4 N 1.00029 -0.04229 0.18431
5 C -1.59244 0.14553 -0.02454
6 H -1.42372 -0.83013 -0.07788
7 H -2.42900 0.35518 -0.57572
8 H -1.96491 0.45202 0.96728

Properties
- molecular weight (g/mol) = 109.18
- spin multiplicity = 1

---

Which structure is most stable? one, by 216.4 kJ/mol over the runner-up.

---

one.
The following is a quantum chemistry calculation of a structure of composition C5H12NO2, from the Open Molecules 2025 dataset.

Cartesian coordinates (Å):
1 O 2.19590 -1.08102 -0.56701
2 O -2.54699 0.09963 0.67767
3 N -1.21259 1.58659 -0.94140
4 C 0.78490 -2.15473 1.09877
5 C 1.26797 1.48379 -1.14253
6 C -0.24506 -1.31269 0.99744
7 C 0.04742 0.82842 -0.77821
8 C 0.03946 0.21061 0.82767
9 H -0.20473 -0.07484 -1.40426
10 H -1.08679 2.53737 -1.24439
11 H -1.38888 -1.56709 0.89601
12 H 1.75791 1.41348 -2.14875
13 H 0.78410 -3.01637 1.77928
14 H -2.00578 1.18461 -0.39237
15 H -0.68717 0.80760 1.38977
16 H 1.06875 0.51879 1.21302
17 H -3.47253 -0.19238 0.81378
18 H 2.04879 -0.14805 -0.91545
19 H 1.70136 -1.57338 0.25187
20 H 1.61485 2.32417 -0.51009

Properties
- molecular weight (g/mol) = 118.16
- spin multiplicity = 1
- charge = +1

---

two.
The following is a quantum chemistry calculation of a cluster of 2 separate species, C5H12NO2 in total, from the Open Molecules 2025 dataset.

Cartesian coordinates (Å):
1 O -0.49353 0.22617 -1.42045
2 O 2.76000 0.13342 -1.83873
3 N 1.29129 -2.00498 0.39316
4 C -1.28115 1.11503 -1.19902
5 C -1.28521 0.62571 1.37286
6 C -0.69050 -0.70764 0.97711
7 C 0.61566 -0.86323 1.02158
8 C -1.70093 1.53109 0.18436
9 H -2.79861 1.52334 0.11127
10 H 2.49719 0.00016 -2.78035
11 H 1.72622 -1.73808 -0.51144
12 H -1.28885 -1.45361 0.46913
13 H -0.47935 1.09942 1.94170
14 H -1.43448 2.57027 0.37416
15 H 1.29690 -0.20133 1.52872
16 H -1.69754 1.68617 -2.04793
17 H 2.53460 1.07065 -1.68764
18 H 0.62905 -2.66987 -0.02991
19 H -2.09955 0.54458 2.09050
20 H 1.89882 -2.48729 1.05091

Properties
- molecular weight (g/mol) = 118.16
- spin multiplicity = 1
- charge = +1

---

Which structure is most stable? two, by 1182.1 kJ/mol over the runner-up.

---

one.
The following is a quantum chemistry calculation of the molecule C5H9NS2, from the Open Molecules 2025 dataset.

Cartesian coordinates (Å):
1 S 0.34738 0.38543 2.13089
2 S 0.41332 -2.54375 1.88169
3 N 0.48945 -0.80816 -0.15059
4 C 0.04496 1.36439 0.61048
5 C 0.67809 0.57949 -0.53598
6 C 0.46209 -1.89681 -1.06180
7 C -1.41155 1.63989 0.36598
8 C 0.41700 -1.04077 1.15940
9 H -1.87021 2.10494 1.21375
10 H 0.20717 0.70452 -1.51885
11 H -0.47380 -2.49097 -0.97680
12 H -1.51981 2.29508 -0.52806
13 H 0.48386 -1.53437 -2.07834
14 H 0.60677 2.29302 0.81508
15 H 1.33573 -2.53357 -0.82900
16 H -1.95599 0.70618 0.13832
17 H 1.74553 0.77546 -0.63616

Properties
- SMILES string = C[C@@H]1CN(C)C(=S)S1
- molecular weight (g/mol) = 147.27
- spin multiplicity = 1

---

two.
The following is a quantum chemistry calculation of the molecule C5H9NS2, from the Open Molecules 2025 dataset.

Cartesian coordinates (Å):
1 S 2.82485 1.25063 -0.17991
2 S -1.49312 0.67200 1.54000
3 N -0.52945 -0.55350 0.90900
4 C 1.78128 -1.58595 0.87385
5 C 0.85891 -0.31964 1.07363
6 C -1.34756 2.00665 0.33163
7 C -1.41013 1.55073 -1.13549
8 C 1.40122 0.79210 0.23407
9 H -1.35818 2.36993 -1.81874
10 H -0.76010 -0.88310 -0.02180
11 H 1.60729 -2.00333 -0.13558
12 H -1.55917 3.01968 0.52646
13 H 0.71122 0.05228 2.13823
14 H 1.54099 -2.25214 1.70272
15 H 2.73639 -1.29280 1.08888
16 H -0.51662 0.95290 -1.25874
17 H -2.39586 1.06611 -1.30697

Properties
- molecular weight (g/mol) = 147.27
- spin multiplicity = 1

---

Which structure is most stable? one, by 472.2 kJ/mol over the runner-up.

---

one.
The following is a quantum chemistry calculation of the molecule C3H7ClOS, from the Open Molecules 2025 dataset.

Cartesian coordinates (Å):
1 Cl -3.04496 0.54444 -0.28020
2 S -1.63529 -0.62752 0.56124
3 O 0.50020 -2.26786 -0.34165
4 C -0.16899 0.14049 -0.24219
5 C 0.20320 1.46035 0.24510
6 C 0.88443 -0.98005 0.15931
7 H 0.04153 -2.14872 -1.21237
8 H 1.92821 -0.74215 -0.16713
9 H 0.98495 2.00735 -0.26057
10 H 0.94679 -1.00929 1.21804
11 H -0.77256 2.03632 0.28102
12 H -0.46652 0.23207 -1.32739
13 H 0.59899 1.35456 1.36678

Properties
- SMILES string = C[C@@H](CO)SCl
- molecular weight (g/mol) = 126.61
- spin multiplicity = 1

---

two.
The following is a quantum chemistry calculation of a cluster of 2 separate species, C3H7ClOS in total, from the Open Molecules 2025 dataset.

Cartesian coordinates (Å):
1 Cl 3.05870 1.16366 0.75732
2 S 2.69083 -0.14658 -0.78281
3 O 2.27605 -1.50102 -0.03752
4 C -0.91209 -0.26113 0.36447
5 C -1.22800 0.15974 -1.14710
6 C -0.76308 0.68908 1.27120
7 H -1.14817 -0.66612 -1.95131
8 H -0.47796 0.34834 2.26845
9 H -0.45514 0.88005 -1.31987
10 H -0.98402 1.66321 1.03783
11 H -2.32587 0.56214 -1.30681
12 H 1.37751 -1.59185 0.23168
13 H -1.10877 -1.29953 0.61446

Properties
- SMILES string = C=CC.OSCl
- molecular weight (g/mol) = 126.61
- spin multiplicity = 1

---

Which structure is most stable? one, by 118.3 kJ/mol over the runner-up.

---

one.
The following is a quantum chemistry calculation of a cluster of 2 separate species, C2HF2IO in total, from the Open Molecules 2025 dataset.

Cartesian coordinates (Å):
1 I -0.99251 -0.79064 2.46495
2 F 1.78267 -0.16440 -1.45746
3 F 0.16059 -1.48705 -0.61705
4 O -0.68043 1.99062 1.31135
5 C 0.44582 -0.33457 -1.19094
6 C -0.35021 0.87646 1.26005
7 H -0.36593 -0.09041 -1.77090

Properties
- molecular weight (g/mol) = 205.93
- spin multiplicity = 1

---

two.
The following is a quantum chemistry calculation of the molecule C2HF2IO, from the Open Molecules 2025 dataset.

Cartesian coordinates (Å):
1 I 2.22534 0.06566 -0.44265
2 F 0.06713 1.41195 0.86331
3 F -0.35226 1.22561 -1.27367
4 O -1.07744 -1.38695 -0.53535
5 C 0.17512 0.53153 -0.11589
6 C -0.51851 -0.70428 0.24037
7 H -0.51939 -1.14352 1.26388

Properties
- SMILES string = O=CC(F)(F)I
- molecular weight (g/mol) = 205.93
- spin multiplicity = 1

---

Which structure is most stable? two, by 235.7 kJ/mol over the runner-up.